23
Properties=species:S:1:pos:R:3:forces:R:3 method="wB97M-V/def2-TZVPD" total_charge=+1 homo_ha="-0.448 / -0.456" spin_multiplicity=2 orbital_gap_ev="9.3 / 5.9" max_force_ev_per_a=0.85 e_tot_ev=-36245.7037 s2=0.76
Hg 1.48522 -2.47675 -1.53247 0.0 0.8 -0.2
C 1.07226 -1.44413 3.17774 0.0 -0.1 -0.2
S 1.29899 -1.10138 1.43056 0.1 0.3 0.2
C 2.71738 -0.00907 1.57653 -0.1 -0.1 0.0
O 0.15578 -0.25020 0.98421 -0.1 -0.1 0.0
H 0.80398 -0.52322 3.69290 0.0 0.0 0.0
H 2.00308 -1.85973 3.56232 0.0 0.0 0.1
H 0.27297 -2.17633 3.26591 0.0 0.0 0.0
H 3.55624 -0.56433 1.99473 0.0 0.0 0.0
H 2.44412 0.83489 2.20897 0.0 0.0 0.0
H 2.95703 0.33641 0.57342 0.0 0.0 0.0
S 1.41441 0.45964 -2.08502 0.2 -0.8 0.1
C -0.28379 0.61610 -1.88376 -0.1 0.0 0.0
N -1.20367 0.01164 -2.62594 -0.2 -0.2 0.1
C -2.56233 0.43788 -2.27390 -0.1 0.0 0.0
C -2.31135 1.32190 -1.03426 0.0 0.0 0.0
N -0.84953 1.42309 -1.00875 -0.2 0.2 -0.1
H -0.98560 -0.55487 -3.42688 0.1 0.1 0.0
H -3.19494 -0.41790 -2.05040 0.0 0.0 0.0
H -3.01365 0.99557 -3.09343 0.1 0.0 0.0
H -2.66953 0.85151 -0.11904 0.1 0.0 0.0
H -2.76253 2.30733 -1.11885 0.0 0.0 0.0
H -0.34455 1.78195 -0.21461 0.1 -0.2 0.0

=====

133
Properties=species:S:1:pos:R:3:forces:R:3 method="wB97M-V/def2-TZVPD" total_charge=-1 homo_ha=-0.253 spin_multiplicity=1 relative_energy_kj_mol=657.8 orbital_gap_ev=8.4 max_force_ev_per_a=5.54 e_tot_ev=-81540.4827
O 11.51553 26.73451 4.33581 -0.2 0.5 0.0
C 12.10706 26.03736 5.09951 0.7 -1.0 -0.4
O 11.61587 25.03933 5.80517 -0.3 -0.5 0.9
B 12.70297 24.35231 6.55578 -0.6 1.3 0.4
O 13.91739 25.10305 6.21777 0.8 -1.2 0.3
C 13.64512 25.95219 5.30111 0.5 3.6 -2.7
O 14.39298 26.67172 4.64060 -0.7 -1.5 1.4
O 12.73214 22.93629 6.21251 0.2 0.8 0.7
C 12.75864 22.27410 7.34581 0.5 -5.5 -0.5
O 12.92246 21.01767 7.36321 -0.6 4.5 0.6
C 12.51880 23.22279 8.53870 -0.7 0.0 1.9
O 12.58166 24.48151 8.05205 -0.5 -2.0 0.0
O 12.26067 22.85883 9.68731 0.8 1.1 -2.7
C 16.66998 20.99781 -0.63313 -0.2 -0.9 -0.3
C 18.10459 21.23454 -0.99057 0.6 0.8 -0.3
C 18.99071 20.96006 0.27480 1.3 0.8 -0.7
C 19.26294 19.54247 0.66886 -2.4 -1.0 -0.1
C 19.65324 18.69349 -0.55058 0.9 1.2 0.5
C 18.99264 18.97353 -1.96557 -1.0 0.6 2.2
N 18.60918 20.40086 -2.12018 0.9 0.1 0.6
O 17.95475 20.57020 -3.38557 0.3 0.4 1.2
C 20.04647 18.73902 -3.00961 0.7 -2.2 -1.1
C 17.71214 18.06639 -2.03275 0.6 -0.1 -1.6
C 18.27587 22.73045 -1.45404 1.8 -1.1 1.2
H 16.56787 19.91606 -0.54655 -0.6 0.1 0.1
H 16.09514 21.38370 -1.47500 -0.6 -0.1 0.3
H 16.38277 21.42747 0.32656 -0.1 0.3 -0.3
H 20.00724 21.31016 0.09533 0.0 0.8 -0.4
H 18.62715 21.47625 1.16332 -0.3 0.4 -0.3
H 18.35959 19.20155 1.17465 -0.3 -0.6 -0.1
H 20.00540 19.47369 1.46392 0.3 0.1 -0.3
H 19.65158 17.64704 -0.24555 -0.2 -0.1 -0.5
H 20.69775 19.00497 -0.55950 0.4 -0.4 -0.9
H 20.21745 17.66253 -3.01672 0.0 -0.5 0.0
H 19.84030 18.94493 -4.05994 -0.7 0.4 0.2
H 21.06452 19.09610 -2.85415 -0.4 0.7 0.7
H 16.98107 18.13937 -1.22758 0.5 0.1 0.1
H 17.20835 18.31487 -2.96686 -0.3 0.2 0.0
H 17.94206 17.01800 -2.22280 0.3 -0.1 0.5
H 19.34479 22.77438 -1.66283 0.1 0.2 -0.6
H 18.23723 23.37074 -0.57277 -0.8 0.2 -0.1
H 17.71956 23.08182 -2.32303 -0.2 -0.3 0.3
H 17.04660 20.30616 -3.22080 -0.5 -0.1 -0.2
C 13.78872 14.32490 16.52918 -0.8 -0.3 0.1
C 13.04931 14.74597 15.26975 -0.8 -0.3 -2.3
C 14.08098 15.45074 14.33117 0.5 1.2 0.1
C 15.03131 14.64650 13.41982 -1.4 -0.3 0.6
C 14.27256 13.57689 12.65165 1.3 0.3 0.4
C 13.30191 12.77823 13.48855 -1.6 -2.5 -0.6
N 12.44515 13.65664 14.39613 1.2 0.6 -1.5
O 11.44078 12.91648 15.02350 0.0 0.2 0.2
C 12.37192 11.98088 12.44478 -0.1 1.1 0.7
C 13.93262 11.58764 14.26943 0.4 0.5 1.0
C 11.83922 15.70720 15.65475 1.1 -0.5 -0.2
H 13.15553 13.62467 17.07403 0.2 -0.1 0.4
H 13.88013 15.22679 17.13444 0.3 -0.2 0.2
H 14.76381 13.87134 16.35147 -0.1 0.1 -0.1
H 13.60495 16.22304 13.72697 -0.4 -0.1 -0.1
H 14.75424 16.00913 14.98156 -0.1 0.3 0.3
H 15.79083 14.16500 14.03575 0.2 0.0 0.0
H 15.51728 15.24817 12.65175 0.1 0.4 0.5
H 15.12237 12.97674 12.32648 -0.5 -0.8 -0.4
H 13.83944 13.99043 11.74090 -0.4 0.1 0.2
H 11.57332 11.51852 13.02493 -0.1 0.0 -0.3
H 11.98591 12.61424 11.64607 -0.4 0.4 0.4
H 12.88436 11.21276 11.86556 0.5 -0.1 0.5
H 14.67999 11.98248 14.95766 0.4 -0.2 0.0
H 13.23876 11.03198 14.90021 -0.6 0.6 0.1
H 14.32358 10.73244 13.71818 0.5 0.6 -0.7
H 12.28138 16.61654 16.06181 -0.1 0.1 0.1
H 11.16477 15.26769 16.38962 0.3 -0.2 0.2
H 11.19034 15.97461 14.82076 0.4 -0.1 -0.3
H 11.81236 12.68543 15.87799 0.0 -0.5 0.4
C 4.00225 25.19362 15.69107 -0.4 0.1 0.5
C 5.05519 24.64031 14.72900 1.5 -3.3 0.6
C 4.56889 23.23063 14.16365 -1.4 1.6 -2.1
C 3.66232 23.49711 12.86123 0.6 0.5 2.5
C 4.47536 24.25112 11.85834 -0.4 -0.4 0.2
C 4.94251 25.64666 12.36543 -1.0 -1.6 -0.6
N 5.54417 25.50710 13.67937 0.7 -1.4 -1.2
O 5.86477 26.76390 14.22354 -0.6 -0.3 0.3
C 6.14101 26.06328 11.40657 -2.0 0.9 0.9
C 3.66507 26.60315 12.37202 2.1 -0.2 -0.7
C 6.36414 24.21618 15.54037 -0.5 0.9 0.9
H 3.04119 25.41501 15.22690 0.1 0.2 -0.2
H 4.32829 26.04319 16.29111 0.1 0.4 -0.3
H 3.74826 24.49908 16.49182 0.3 -0.5 -0.2
H 5.45133 22.66863 13.85778 -0.1 -0.1 0.1
H 3.96324 22.67861 14.88238 0.4 0.1 0.3
H 2.90336 24.23532 13.12033 -0.5 -0.2 0.6
H 3.09202 22.65204 12.47559 0.5 -0.3 0.0
H 3.72057 24.38949 11.08424 0.8 0.3 -0.8
H 5.30036 23.60322 11.56218 0.2 0.3 -0.5
H 5.96873 26.02905 10.33081 -0.5 -0.4 0.1
H 6.18742 27.12621 11.64350 1.3 0.0 0.0
H 6.98112 25.41413 11.65338 0.1 0.6 0.1
H 3.28116 26.46375 11.36143 -0.3 0.7 0.1
H 2.87023 26.45638 13.10331 0.3 -0.5 0.1
H 4.10854 27.58027 12.56350 -0.5 0.4 -0.4
H 6.22119 23.38447 16.23024 -0.6 -0.1 0.0
H 6.66208 25.04696 16.18002 0.1 0.2 0.0
H 7.25557 23.94412 14.97520 -0.5 0.2 -0.7
H 5.06829 26.76810 14.75946 0.0 1.8 0.7
O 5.12340 28.99859 -0.75354 -0.1 0.2 -0.2
H 4.98114 28.05806 -0.86027 0.0 -0.2 0.0
H 5.65657 29.07236 0.03799 0.2 0.1 0.2
O 13.46327 31.17039 8.32300 -0.2 0.1 -0.1
H 14.27540 30.82883 7.94882 0.2 -0.2 -0.2
H 13.70952 31.46966 9.19823 0.0 0.1 0.2
O 8.02226 19.58111 4.49506 -0.2 0.0 -0.2
H 8.97381 19.66577 4.43494 0.3 0.1 0.0
H 7.87358 19.12825 5.32514 0.0 -0.1 0.2
O 9.00990 24.14376 -0.09160 0.2 0.1 -0.1
H 8.63467 23.36886 -0.50989 -0.1 -0.2 -0.1
H 8.35896 24.40347 0.56037 -0.1 0.1 0.2
O 19.50637 30.74824 5.28338 0.1 0.3 0.1
H 19.64131 29.97908 5.83692 0.0 -0.2 0.2
H 19.34751 30.39041 4.40991 -0.1 -0.1 -0.2
O 17.40946 22.83336 12.93720 0.2 0.1 0.1
H 16.49142 23.00056 12.72397 -0.3 0.1 -0.1
H 17.42390 21.92563 13.24059 0.0 -0.2 0.1
O 6.15083 24.76959 3.23011 -0.2 0.2 -0.2
H 7.00086 24.92928 3.64019 0.3 0.1 0.2
H 6.11042 23.81917 3.12380 0.0 -0.3 0.0
O 9.45465 16.34805 10.83667 -0.2 0.0 -0.1
H 10.32718 16.44723 10.45577 0.2 0.1 -0.1
H 9.59538 15.82510 11.62595 0.0 -0.1 0.2
O 11.07530 27.98511 -1.63936 0.0 0.2 -0.3
H 10.84172 27.06504 -1.51630 -0.1 -0.3 0.1
H 11.20753 28.31984 -0.75241 0.0 0.1 0.2
O 12.16303 32.99724 1.54669 -0.1 0.2 -0.2
H 12.24779 32.05501 1.69246 0.0 -0.3 0.0
H 12.83433 33.38797 2.10608 0.1 0.1 0.1

=====

20
Properties=species:S:1:pos:R:3:forces:R:3 method="wB97M-V/def2-TZVPD" homo_ha=-0.307 spin_multiplicity=1 relative_energy_kj_mol=325.7 orbital_gap_ev=9.3 max_force_ev_per_a=3.79 e_tot_ev=-11415.8414
N 1.39480 1.27237 -2.18669 -0.3 0.5 -1.5
C 0.21651 1.60597 -1.36328 0.6 -1.1 0.8
C -0.45958 0.24130 -1.09289 0.9 -1.4 -0.7
N -1.03390 0.15435 0.21416 -1.0 1.0 1.7
C -1.87912 -0.95954 0.49982 -1.6 1.6 1.7
C -1.20688 -1.86031 1.49256 -0.1 -0.3 1.7
O -0.23898 -1.47019 2.12581 -0.8 -0.8 -0.8
H 1.17173 0.97741 -3.17319 -0.1 0.3 1.5
H 1.78276 2.18260 -2.30914 1.1 0.6 -0.5
H -0.35387 2.50316 -1.68759 -0.3 -1.0 -0.2
H 0.67367 1.92463 -0.40796 -0.5 -0.2 -0.2
H 0.36159 -0.55455 -1.12379 -0.4 1.2 -0.4
H -1.13726 -0.11474 -1.93152 0.2 0.8 1.1
H -0.33350 0.18753 0.98800 -0.4 0.3 -1.2
H -3.04370 -0.73041 0.87149 2.8 -0.2 -0.1
H -2.16068 -1.38262 -0.38798 -0.3 -1.9 -2.3
H -1.70209 -2.83823 1.79367 0.4 0.7 -0.5
O 2.31407 0.56103 0.76270 -1.3 3.0 -1.9
H 2.95745 -0.07085 0.91349 2.0 -2.1 0.6
H 2.63122 1.03785 -0.06307 -0.7 -1.0 1.3

=====

81
Properties=species:S:1:pos:R:3:forces:R:3 method="wB97M-V/def2-TZVPD" homo_ha=-0.306 spin_multiplicity=1 relative_energy_kj_mol=0.0 orbital_gap_ev=8.0 max_force_ev_per_a=2.25 e_tot_ev=-95526.4599
C -0.66344 -3.79157 -2.31816 0.4 0.9 -0.1
C -1.22379 -2.76673 -1.29225 0.6 -0.9 -0.4
C -2.41282 -3.48976 -0.62892 -0.2 0.4 -0.7
C -1.66910 -1.54902 -2.11039 -0.3 -0.1 -0.1
C -0.05765 -2.50109 -0.29418 -1.1 0.1 -0.1
C -0.08642 -1.17429 0.49592 0.8 -0.2 0.8
C -1.44295 -0.84812 1.14231 0.4 0.3 0.3
C 0.90274 -1.36833 1.68831 0.1 0.5 -0.4
C 0.48647 -0.00005 -0.29472 -0.6 -0.6 -0.1
C 1.60193 -0.17835 -1.08586 0.5 -1.2 0.2
C 2.13802 0.81579 -1.84792 0.4 -0.1 -0.3
C 1.54062 2.05427 -1.82580 1.6 0.0 -0.9
O 2.09548 3.02972 -2.65755 -1.2 0.0 0.0
C 1.26660 3.18608 -3.81385 0.3 0.5 -0.2
C 1.54247 2.16264 -4.89273 -0.2 -0.3 -0.1
O 0.76757 0.97167 -4.66705 -0.1 0.5 -0.2
C 0.31200 0.39233 -5.85447 0.0 -0.9 0.1
C 1.43408 -0.27328 -6.69692 -0.3 0.5 -0.2
N 2.67188 -0.52792 -5.90220 -0.4 -0.6 -0.9
P 2.51083 -1.83633 -4.78393 1.9 -0.5 1.2
N 3.88946 -2.06745 -4.07900 -0.4 0.0 0.0
C 3.65818 -0.95031 -6.86685 0.3 -1.7 -0.3
O 3.73926 -2.08680 -7.28029 0.0 1.6 0.2
O 4.52531 -0.02262 -7.40103 -0.7 0.1 1.0
Cl 4.78268 1.31111 -6.37366 0.1 0.0 -0.4
C 0.46927 2.28125 -1.02563 -0.5 1.2 0.1
C -0.05302 1.26244 -0.26761 -0.9 0.1 0.7
H 0.09073 -3.25669 -2.91133 0.1 -0.2 0.0
H -1.42554 -4.12178 -3.02824 0.0 -0.2 0.2
H -0.15323 -4.62197 -1.82487 -0.3 -0.1 -0.1
H -2.98896 -2.84755 0.03660 0.1 -0.2 0.2
H -2.08990 -4.41969 -0.15709 0.0 0.2 0.3
H -3.09252 -3.78527 -1.43797 -0.1 0.0 0.1
H -1.83830 -0.64549 -1.52760 -0.1 -0.1 0.0
H -2.59608 -1.82466 -2.62728 0.0 0.2 0.0
H -0.95021 -1.28196 -2.89234 0.1 0.0 0.2
H 0.87138 -2.63644 -0.84896 0.1 0.2 0.2
H -0.09257 -3.31278 0.44372 0.1 0.0 -0.1
H -2.11228 -0.25436 0.52200 -0.1 -0.3 -0.1
H -1.22838 -0.23164 2.02252 -0.1 -0.1 -0.2
H -1.93818 -1.73624 1.53457 0.0 0.0 -0.2
H 1.87689 -1.68184 1.30222 -0.1 -0.3 0.2
H 0.50649 -2.06696 2.42879 0.1 -0.1 -0.1
H 1.07064 -0.39774 2.16556 -0.1 -0.1 0.1
H 2.08133 -1.15117 -1.11365 0.1 0.1 -0.1
H 2.99962 0.59438 -2.46654 0.0 0.2 0.0
H 0.19652 3.14579 -3.58401 0.1 0.0 0.3
H 1.46354 4.19478 -4.18910 0.2 -0.1 -0.1
H 1.25436 2.59070 -5.86315 0.0 0.0 0.1
H 2.58978 1.86238 -4.93362 0.0 0.3 0.1
H -0.26130 1.09475 -6.47320 0.2 0.1 0.0
H -0.38767 -0.40148 -5.57272 0.0 0.2 0.2
H 1.67389 0.36941 -7.54928 0.3 0.0 0.2
H 1.07020 -1.22160 -7.11431 0.0 0.1 -0.1
H 1.53458 -1.44429 -3.85122 -0.4 0.3 -0.7
H 2.10165 -3.01088 -5.45692 -0.7 0.5 -0.1
H 4.23573 -3.00242 -4.25914 0.2 0.1 0.0
H 0.03949 3.27684 -1.00775 -0.1 -0.1 0.1
H -0.91468 1.48143 0.35124 0.0 0.0 0.0
O -0.72468 2.03856 3.56336 0.2 0.1 -0.3
S -2.11506 1.92792 3.31040 -0.4 0.1 0.6
O -2.64914 2.00039 1.99852 0.1 0.0 -0.2
O -2.88157 2.98516 4.23855 0.3 -0.3 0.0
C -3.83251 2.31085 5.07389 -0.5 -0.1 -0.1
C -3.24981 0.93238 5.28108 0.1 -0.1 0.3
O -2.66347 0.59519 4.01081 -0.3 0.3 -0.3
H -4.78511 2.26580 4.54055 0.0 0.0 0.0
H -3.96495 2.84814 6.00702 0.2 0.1 -0.1
H -4.00225 0.19818 5.55904 0.0 -0.1 -0.3
H -2.46149 0.94099 6.02269 0.0 0.0 0.0
O -2.21410 3.28001 9.75224 -0.3 0.0 -0.1
S -1.53774 2.51189 8.77550 0.6 -0.1 0.2
O -2.01140 2.41053 7.44009 0.0 0.3 0.2
O -1.31194 1.03549 9.35841 0.0 0.3 0.1
C 0.08689 0.71674 9.35899 0.3 -0.2 -0.4
C 0.78375 2.05113 9.51463 0.0 0.0 0.5
O -0.00186 2.95715 8.72906 -0.2 -0.3 -0.3
H 0.33223 0.24830 8.40372 0.0 0.0 0.0
H 0.31700 0.02939 10.16856 -0.2 0.0 0.1
H 1.80995 2.03103 9.15901 -0.1 0.2 -0.2
H 0.76462 2.39394 10.55136 0.0 0.0 0.0

=====

68
Properties=species:S:1:pos:R:3:forces:R:3 method="wB97M-V/def2-TZVPD" total_charge=+1 homo_ha="-0.383 / -0.395" spin_multiplicity=2 relative_energy_kj_mol=96.7 orbital_gap_ev="7.7 / 7.9" max_force_ev_per_a=0.81 e_tot_ev=-64954.0142 s2=0.75
Ir -0.55500 -0.72111 -0.32071 0.1 0.1 0.2
O -4.06637 -0.00213 1.53712 0.0 0.0 0.1
C -2.94979 0.10988 1.07718 -0.1 -0.1 -0.2
O -2.06162 -0.83749 1.04170 0.0 0.0 0.0
C -2.54655 1.42595 0.43622 0.0 0.0 0.1
C -3.35172 2.55299 0.54118 0.0 0.0 0.0
C -2.93717 3.72435 -0.06635 0.0 0.0 0.0
C -1.72335 3.74260 -0.74357 0.0 0.0 0.0
C -0.97542 2.57978 -0.77163 0.0 -0.1 -0.1
N -1.39174 1.44157 -0.21763 0.0 0.0 0.0
C 0.36657 2.56137 -1.43008 0.0 0.1 0.1
O 0.65965 3.16228 -2.40970 0.0 0.0 0.0
O 1.26853 1.72616 -0.80030 0.0 0.0 0.2
H -4.27873 2.47432 1.09116 0.0 0.0 0.0
H -3.54605 4.61675 -0.01428 0.0 0.0 0.0
H -1.35076 4.63016 -1.23631 0.0 0.0 0.0
O 0.37067 -1.07742 2.84373 -0.3 0.0 0.2
C 0.71761 -0.06049 2.30607 0.7 -0.2 -0.3
O 0.78546 0.15403 1.00911 -0.1 0.0 0.1
C 1.25401 1.13520 3.02625 -0.2 0.1 0.0
C 1.18637 1.20501 4.40401 0.0 0.0 0.0
C 1.63449 2.34585 5.05550 0.0 0.0 0.0
C 2.15962 3.40002 4.32521 0.0 0.0 0.0
C 2.25069 3.32645 2.94145 0.1 0.0 0.0
C 1.79298 2.18838 2.27601 -0.2 -0.2 -0.1
P 2.18558 1.91527 0.52472 0.1 0.3 -0.2
C 3.48545 0.70328 0.36361 -0.2 -0.1 0.0
C 3.60705 -0.05108 -0.79952 0.0 0.0 0.0
C 4.64690 -0.96027 -0.91066 0.0 0.0 0.0
C 5.55852 -1.11226 0.12521 0.0 0.0 0.0
C 5.43507 -0.35552 1.28130 0.0 0.0 0.0
C 4.39680 0.55469 1.40574 0.0 0.0 0.0
C 2.90377 3.51390 0.04000 0.0 0.0 0.0
C 2.08430 4.64537 0.01697 0.0 0.0 0.0
C 2.57784 5.86142 -0.42027 0.0 0.0 0.0
C 3.90010 5.96042 -0.83696 0.0 0.0 0.0
C 4.71872 4.84328 -0.81626 0.0 0.0 0.0
C 4.22330 3.62017 -0.38184 0.0 0.0 0.0
H 0.76874 0.36509 4.94293 0.0 0.0 0.0
H 1.57334 2.41312 6.13356 0.0 0.0 0.0
H 2.51476 4.28751 4.83147 0.0 0.0 0.0
H 2.70158 4.14543 2.40320 0.0 0.0 0.0
H 2.88959 0.05867 -1.60118 0.0 0.0 0.0
H 4.74434 -1.55459 -1.80930 0.0 0.0 0.0
H 6.36703 -1.82510 0.03228 0.0 0.0 0.0
H 6.14321 -0.47586 2.08979 0.0 0.0 0.0
H 4.30017 1.14102 2.31156 0.0 0.0 0.0
H 1.05480 4.58453 0.35955 0.0 0.0 0.0
H 1.93636 6.73244 -0.43297 0.0 0.0 0.0
H 4.28915 6.91080 -1.17701 0.0 0.0 0.0
H 5.74786 4.91837 -1.14074 0.0 0.0 0.0
H 4.87074 2.75270 -0.37490 0.0 0.0 0.0
C 0.46859 -1.91127 -4.91670 0.0 0.0 0.0
N -0.65010 -2.03742 -3.97969 0.0 0.0 0.0
C -1.82567 -2.65843 -4.30041 0.0 0.0 0.0
C -2.83843 -2.79879 -3.41884 0.0 0.0 0.0
C -2.66508 -2.26758 -2.10164 0.0 0.0 0.0
N -1.53034 -1.62589 -1.84016 0.0 0.0 0.0
C -0.50993 -1.53825 -2.72421 0.0 0.0 0.0
O 0.51953 -0.98030 -2.28459 0.1 0.0 0.0
N -3.55803 -2.37174 -1.12923 0.0 0.0 0.0
H 0.17483 -2.34909 -5.86585 0.0 0.0 0.0
H 1.33764 -2.43277 -4.52229 0.0 0.0 0.0
H 0.71447 -0.86096 -5.05420 0.0 0.0 0.0
H -1.88738 -3.04000 -5.30941 0.0 0.0 0.0
H -3.74605 -3.30817 -3.70182 0.0 0.0 0.0
H -4.42887 -2.85182 -1.27212 0.0 0.0 0.0
H -3.32417 -2.03644 -0.19757 0.0 0.0 0.0

=====

17
Properties=species:S:1:pos:R:3:forces:R:3 method="wB97M-V/def2-TZVPD" homo_ha=-0.297 spin_multiplicity=1 relative_energy_kj_mol=390.5 orbital_gap_ev=8.5 max_force_ev_per_a=6.17 e_tot_ev=-9901.5565
C -0.45981 0.23413 -0.72164 0.2 5.4 -3.0
C 0.78209 1.19267 -1.03175 -0.8 -1.0 0.1
C -0.34910 2.00567 -1.40308 -0.3 -1.5 0.8
C 0.86621 -1.80154 1.07433 0.7 -0.1 -0.3
C -0.94074 0.06562 0.59639 2.1 -3.4 -0.8
C -0.42752 -1.51329 0.35104 -2.6 -0.1 3.7
N -1.05385 0.79827 1.60074 -0.5 0.8 0.3
O -1.15535 -2.37996 -0.07513 0.7 0.4 -0.6
H -0.95281 -0.26740 -1.54386 0.4 -0.3 0.2
H -1.19030 0.30911 2.48355 0.1 -0.2 -0.2
H 1.29426 1.44947 -0.11358 0.1 0.0 0.0
H 1.39472 0.78282 -1.82470 0.2 0.1 0.1
H -0.66175 2.07145 -2.43533 0.0 -0.1 0.1
H -0.75706 2.71585 -0.69930 0.0 -0.1 0.0
H 1.67620 -1.82685 0.34109 0.1 -0.1 0.1
H 0.81018 -2.77482 1.56819 -0.1 0.0 -0.3
H 1.12462 -1.06120 1.83304 -0.2 0.1 -0.2